Molecular formula: C8H12O
Method: DFT, the ωB97M-V functional and the def2-TZVPD basis

```
21
Properties=species:S:1:pos:R:3:forces:R:3:lowdin_charge:R:1
C 2.6960 -0.3599 -1.3765 0.984 -0.577 -0.514 0.146
C 1.8501 -0.1812 -0.5567 -0.394 1.490 -0.592 -0.110
C -1.3020 1.2994 -0.9616 1.780 0.232 3.797 -0.033
C -1.7658 0.6998 0.3751 -0.869 -1.040 -0.830 -0.077
C -0.5379 0.1650 -0.2423 0.239 0.829 -0.833 -0.444
C -0.7406 -1.1243 -1.0038 -1.626 1.509 -2.932 -0.039
C 1.1008 -0.3602 1.6405 -0.645 -0.966 1.472 -0.014
C 0.8746 0.4550 0.3473 1.067 -1.645 -0.489 -0.485
O 1.2306 1.8566 0.4545 -0.861 -1.599 0.587 0.018
H 3.5235 -0.5661 -2.0126 -0.108 -0.079 -0.066 0.031
H -1.5558 1.1289 -1.9395 -1.416 -0.678 -1.889 0.078
H -0.9078 2.2929 -0.8077 -0.117 0.280 -0.215 0.088
H -1.5955 1.2120 1.2706 0.106 1.504 0.929 0.092
H -2.6576 0.0707 0.4872 0.433 0.097 -0.453 0.111
H -0.1696 -1.9637 -0.7081 -0.035 -1.065 0.884 0.065
H -0.4065 -0.9615 -2.0809 -0.126 -0.165 1.190 0.101
H -1.8900 -1.2079 -1.1449 1.962 -0.720 0.595 0.119
H 0.0578 -0.7024 1.9328 1.368 0.589 0.584 0.099
H 1.6747 0.2249 2.3936 -0.966 -0.120 -0.288 0.094
H 1.7177 -1.3276 1.5898 -0.906 1.469 -0.708 0.107
H 0.5612 2.2492 -0.1056 0.129 0.655 -0.229 0.052
```
Forces are in eV/Å.

Computed properties:
HOMO-LUMO gap, eV: 10.731
LUMO, eV: 0.929
Structure (SMILES): C#C[C@@](C)(O)C1(C)CC1
Energy relative to the best compared isomer or geometry (same formula, charge and spin), eV: 4.126

Molecular formula: C8H12O
Method: DFT, the ωB97M-V functional and the def2-TZVPD basis

```
21
Properties=species:S:1:pos:R:3:forces:R:3:lowdin_charge:R:1
C -0.4425 0.0308 2.1136 0.795 3.790 -0.874 -0.085
C -1.4054 -0.0559 0.8740 2.417 -0.826 0.621 -0.315
C -1.6941 -1.6151 0.8496 -0.978 1.532 -1.084 -0.076
C -0.7310 0.4567 -0.4902 -1.957 -3.176 -0.409 -0.134
C 0.3943 1.3129 -0.9182 -1.027 -1.761 -0.475 -0.309
C 0.6001 -0.1985 -1.0736 -0.412 0.613 0.526 -0.152
C 1.5944 -0.8741 -0.2345 -2.278 1.734 -1.561 -0.114
C 2.3589 -1.3245 0.5472 0.381 -0.553 -0.057 0.116
H -0.7657 0.8470 2.8453 0.342 -1.100 -0.865 0.090
H 0.5973 0.3583 1.7445 -1.462 -0.712 0.882 0.074
H -0.3828 -0.8913 2.6234 0.275 -0.860 0.573 0.038
H -2.2906 0.5297 1.0612 -0.416 0.066 -0.080 0.107
H -0.7730 -2.0921 0.5775 0.551 -0.350 -0.120 0.054
H -1.9702 -1.9763 1.8685 -0.270 0.319 -1.015 0.085
H -2.4287 -1.8240 0.0357 0.230 -0.280 0.883 0.081
H -1.5301 0.3013 -1.2788 1.048 0.470 0.631 0.151
H 0.8914 1.6418 -0.0640 1.397 1.353 0.893 0.126
H -0.6684 2.4439 -1.9458 0.109 0.282 -0.411 0.099
H 0.4567 -0.6281 -2.0591 0.128 0.216 0.059 0.137
H 2.9874 -1.9692 1.0372 1.176 -0.743 1.149 0.009
O 0.2287 2.1081 -2.0566 -0.049 -0.012 0.735 0.017
```
Forces are in eV/Å.

Computed properties:
HOMO-LUMO gap, eV: 10.018
LUMO, eV: 0.842
Structure (SMILES): C#C[C@@H]1[C@@H](O)[C@@H]1C(C)C
Energy relative to the best compared isomer or geometry (same formula, charge and spin), eV: 3.887

Molecular formula: C8H12O2PS
Method: DFT, the ωB97M-V functional and the def2-TZVPD basis

```
24
Properties=species:S:1:pos:R:3:forces:R:3:lowdin_charge:R:1
C -1.6687 -2.0344 -2.1716 0.011 0.042 0.019 -0.027
C -0.3986 -2.4525 -1.8007 0.037 -0.016 0.056 -0.040
C -2.0984 -0.7445 -1.8917 -0.027 0.096 0.062 -0.038
C 0.4459 -1.5859 -1.1297 0.093 -0.061 -0.041 -0.083
C -1.2698 0.1311 -1.2147 -0.037 0.117 -0.019 -0.052
C 0.0059 -0.2939 -0.8520 0.604 0.403 0.503 -0.346
C -0.1221 3.1227 0.6899 -0.542 0.634 0.601 -0.040
C 0.7005 -0.8332 2.8351 0.305 -1.202 0.234 -0.245
O 0.8271 2.3123 -0.0296 0.184 -0.739 -0.194 -0.330
O 0.4501 0.4157 2.3538 0.683 2.387 -4.074 -0.254
P 1.0662 0.7821 0.1110 -1.151 -0.693 3.154 0.766
S 3.0529 0.4570 -0.2266 -0.310 -0.538 -0.222 0.675
H -2.3371 -2.7165 -2.6761 0.016 -0.046 -0.063 0.123
H -0.0704 -3.4545 -2.0269 0.045 -0.081 -0.012 0.121
H -3.0835 -0.4216 -2.1947 -0.035 0.007 0.010 0.122
H 1.4366 -1.9033 -0.8354 0.053 -0.119 0.007 0.100
H -1.6053 1.1288 -0.9803 -0.068 0.091 -0.025 0.105
H -1.1406 2.9258 0.3585 0.131 -0.061 -0.089 0.089
H 0.1485 4.1533 0.4638 -0.029 -0.174 0.015 0.107
H -0.0421 2.9313 1.7597 0.070 -0.050 -0.128 0.095
H 0.4195 -0.7765 3.8993 0.035 -0.081 -0.117 0.109
H 1.7621 -1.1075 2.7971 -0.035 -0.096 0.032 0.079
H 0.0837 -1.6109 2.3662 0.083 -0.040 0.046 0.081
H 3.4376 1.5750 0.3955 -0.115 0.223 0.244 -0.115
```
Forces are in eV/Å.

Computed properties:
HOMO-LUMO gap (spin up / spin down), eV: 8.035 / 8.037
Net charge: +1
LUMO (spin up / spin down), eV: -5.334 / -5.335
Energy relative to the best compared isomer or geometry (same formula, charge and spin), eV: 1.452

Molecular formula: C8H12O3S2
Method: DFT, the ωB97M-V functional and the def2-TZVPD basis

```
25
Properties=species:S:1:pos:R:3:forces:R:3:lowdin_charge:R:1
C -0.5788 0.1928 3.8261 -1.681 0.442 -4.568 -0.134
C 0.0463 -0.1046 2.5751 0.061 -1.200 -0.131 -0.089
C -1.9092 0.5292 3.6323 0.744 -0.234 1.897 -0.404
C -0.8272 -0.2377 1.5433 -1.765 1.873 1.062 -0.529
C -1.9075 -0.6604 -0.6135 1.134 0.670 1.214 -0.090
C 0.5202 -1.4035 -0.2160 -1.238 -1.628 2.770 -0.038
C 1.4234 1.6666 -2.6761 0.567 -0.177 -1.230 -0.134
C -0.6148 -0.5119 0.1740 -0.906 1.277 -2.005 -0.380
O -1.0179 2.5058 -0.0240 -0.346 0.682 -0.102 -0.324
O 1.4073 2.0191 0.0312 1.606 0.236 0.914 -0.318
O 0.1864 1.9648 -2.0700 -1.200 -1.008 1.134 -0.309
S -2.4165 0.3870 2.0231 0.339 -0.559 0.362 1.080
S 0.1064 1.7421 -0.4636 -2.062 -2.688 -0.203 0.663
H -0.1126 0.2081 4.7057 1.730 0.152 3.382 0.055
H 1.0483 -0.3506 2.2391 0.400 0.130 1.165 0.123
H -2.5065 0.7803 4.5461 0.093 -0.111 -1.515 0.095
H -2.5614 -1.4160 -0.3055 -0.475 -1.769 0.838 0.080
H -2.5588 0.1543 -0.6478 -0.656 2.027 0.645 0.055
H -1.7272 -0.7715 -1.6040 0.953 -0.847 -3.136 0.054
H 1.3568 -0.8030 -0.1141 2.193 0.801 0.164 0.040
H 0.5648 -2.2005 0.6878 0.097 1.224 -2.564 0.157
H 0.4613 -1.7728 -1.2266 -0.160 -0.447 -0.052 0.086
H 2.2210 1.2895 -2.0140 -0.465 0.713 -0.113 0.092
H 1.5500 2.6236 -3.1292 1.653 0.603 -0.393 0.083
H 1.3582 0.9720 -3.5281 -0.615 -0.161 0.466 0.088
```
Forces are in eV/Å.

Computed properties:
HOMO-LUMO gap (spin up / spin down), eV: 7.637 / 7.635
LUMO (spin up / spin down), eV: -0.673 / -0.673
Energy relative to the best compared isomer or geometry (same formula, charge and spin), eV: 1.388

Molecular formula: C8H12O6Pb
Method: DFT, the ωB97M-V functional and the def2-TZVPD basis

```
27
Properties=species:S:1:pos:R:3:forces:R:3:lowdin_charge:R:1
O -2.7443 -0.1232 0.9897 -0.651 -0.544 -0.222 0.038
Pb -4.2368 3.0371 2.2853 -0.217 0.113 -0.011 0.312
O -2.1489 1.7377 2.0211 0.200 -0.818 0.092 -0.234
C -1.8894 0.6259 1.6162 0.558 1.616 -0.082 -0.591
O -0.6518 0.0804 1.6531 -0.023 -1.445 -0.737 0.010
C 0.4232 0.8262 2.0003 0.339 1.425 1.344 -0.126
C -2.3190 -1.3237 0.2841 0.300 -0.071 0.237 -0.191
C -3.5201 -1.9253 -0.3970 -0.159 -0.053 -0.097 -0.061
H -1.5472 -1.0351 -0.4381 -0.130 -0.075 0.135 0.122
H -1.8808 -2.0083 1.0187 -0.070 0.100 -0.213 0.131
H -3.9528 -1.2324 -1.1286 0.070 -0.132 0.224 0.088
H -3.1933 -2.8256 -0.9337 -0.104 0.181 0.132 0.086
H -4.2877 -2.2123 0.3319 0.173 0.106 -0.194 0.088
C 1.6361 0.1574 1.7125 -1.533 0.784 -0.747 -0.004
H 2.5212 0.5374 2.2292 -0.284 -0.299 -0.467 0.110
H 1.5482 -0.9047 1.4533 0.534 0.154 -0.351 0.115
C 1.3799 1.3979 0.3900 1.668 0.789 -0.365 -0.079
C 1.6086 0.8576 -1.0091 -0.330 -0.676 0.048 -0.162
O 2.8880 0.2237 -1.0909 0.034 -0.156 0.800 0.038
C 3.2421 -0.2588 -2.2687 -0.173 0.982 -1.157 -0.640
O 2.5689 -0.2442 -3.2713 -0.001 -0.313 0.384 0.121
O 4.5194 -0.6161 -2.2114 0.504 -0.356 0.311 0.159
H 0.6094 2.1663 0.2141 -0.593 -0.857 0.839 0.130
H 2.1902 2.0817 0.6743 0.019 -0.391 -0.104 0.122
H 1.5766 1.6820 -1.7339 0.005 -0.129 0.219 0.145
H 0.8299 0.1374 -1.2926 0.133 0.127 -0.004 0.133
H 4.8305 -0.8391 -3.0985 -0.270 -0.065 -0.016 0.139
```
Forces are in eV/Å.

Computed properties:
HOMO-LUMO gap (spin up / spin down), eV: 5.516 / 5.494
LUMO (spin up / spin down), eV: 0.263 / 0.267

Molecular formula: C8H12S2
Method: DFT, the ωB97M-V functional and the def2-TZVPD basis

```
22
Properties=species:S:1:pos:R:3:forces:R:3:lowdin_charge:R:1
C -1.0357 -1.8025 -0.6163 -1.695 0.088 0.127 -0.106
C 0.2332 -1.5140 -0.7771 1.203 1.670 0.163 -0.101
C -2.1526 -0.8307 -0.5487 -0.014 -0.179 -0.179 -0.161
C 0.7223 -0.1306 -0.8637 0.340 -0.636 -0.946 -0.200
C -2.0917 0.3535 0.1056 -1.353 -1.137 0.387 -0.655
C 1.8934 0.2156 -0.3450 0.062 1.618 -0.774 -0.706
C -1.0588 0.9013 1.0889 -0.215 0.233 0.413 -0.116
C 2.7987 -0.5569 0.5121 0.786 -2.568 -0.649 -0.149
S -3.6528 1.3028 0.0395 2.092 1.854 0.526 0.703
S 2.4775 1.8874 -0.3456 0.924 -0.015 0.363 0.812
H -1.3225 -2.8292 -0.5766 -0.219 -0.686 0.012 0.093
H 1.0147 -2.2433 -0.7692 0.100 -0.709 -0.043 0.103
H -3.1019 -1.1850 -1.0725 1.308 0.878 0.671 0.118
H 0.1227 0.6157 -1.3942 0.090 -0.301 0.281 0.120
H -1.2999 0.7311 2.1936 -0.479 0.476 -1.566 0.109
H -1.1494 1.9902 0.8010 1.087 -0.846 1.045 0.062
H -0.0275 0.4665 1.0330 -1.230 0.776 -0.405 0.060
H 2.1879 -0.9938 1.2778 0.024 0.166 1.196 0.081
H 3.6797 -0.0200 0.8247 -0.115 0.382 0.598 0.052
H 3.2470 -1.4965 0.0810 -0.556 0.846 -0.354 0.104
H -2.9814 2.5895 0.2618 -1.344 -2.050 -0.393 -0.070
H 1.4971 2.5488 -0.9101 -0.797 0.137 -0.474 -0.152
```
Forces are in eV/Å.

Computed properties:
HOMO-LUMO gap, eV: 8.344
LUMO, eV: 0.544
Structure (SMILES): C\C(S)=C/C=C\C=C(/C)S
Energy relative to the best compared isomer or geometry (same formula, charge and spin), eV: 2.085

Table of molar mass (g mol⁻¹), in record order: 124.183, 124.183, 203.223, 220.315, 411.378, 172.318